Here is a cluster of 7 separate species, C53H108F9N4O7S in total in a non-equilibrium geometry from OMol25. Energies are from ωB97M-V/def2-TZVPD.

HOMO energy (eV): -4.66
Calculated total energy (a.u.): -4126.14148
Net charge: +1
Frontier orbital gap (eV): 2.0
Energy relative to the best compared isomer or geometry (same formula, charge and spin) (eV): 9.9124

Structure (XYZ):
```
182
Properties=species:S:1:pos:R:3:lowdin_charge:R:1
C -0.14 -6.98 4.21 -0.09
C -1.15 -7.16 5.37 -0.25
C -1.39 -5.90 6.16 -0.19
C -2.38 -6.06 7.35 -0.05
N -3.09 -4.67 7.72 -0.19
C -4.26 -4.35 6.74 -0.06
C -5.34 -5.35 7.20 -0.15
C -5.06 -5.74 8.66 -0.13
C -3.82 -4.89 9.03 -0.12
C -2.08 -3.47 7.84 -0.09
C -0.96 -3.65 8.89 -0.21
C -0.03 -2.42 8.93 -0.08
H 0.88 -6.83 4.57 0.08
H -0.29 -6.04 3.67 0.08
H -0.14 -7.80 3.49 0.08
H -0.79 -7.95 6.03 0.11
H -2.05 -7.58 4.90 0.11
H -1.75 -5.06 5.56 0.11
H -0.42 -5.59 6.56 0.12
H -1.88 -6.37 8.27 0.13
H -3.11 -6.81 7.07 0.12
H -4.54 -3.30 6.86 0.13
H -3.88 -4.52 5.73 0.13
H -6.36 -4.98 7.12 0.12
H -5.13 -6.21 6.56 0.11
H -5.94 -5.54 9.26 0.12
H -4.75 -6.79 8.73 0.11
H -4.06 -3.87 9.33 0.13
H -3.23 -5.23 9.88 0.13
H -2.61 -2.54 8.05 0.13
H -1.71 -3.40 6.82 0.12
H -0.38 -4.55 8.70 0.10
H -1.45 -3.82 9.85 0.10
H 0.64 -2.31 8.08 0.08
H 0.73 -2.37 9.71 0.08
H -0.55 -1.46 8.96 0.08
C -0.72 1.25 -11.92 -0.10
C -1.62 -0.01 -11.91 -0.26
C -2.34 -0.31 -10.59 -0.15
C -3.28 0.89 -10.01 -0.07
N -4.16 0.55 -8.76 -0.19
C -5.37 -0.24 -9.21 -0.09
C -6.46 0.15 -8.19 -0.12
C -6.04 1.55 -7.70 -0.16
C -4.75 1.92 -8.41 -0.11
C -3.45 -0.09 -7.46 -0.05
C -2.36 0.81 -6.86 -0.24
C -1.46 0.00 -5.97 -0.10
H -0.38 1.38 -12.95 0.07
H 0.12 1.24 -11.23 0.08
H -1.39 2.11 -11.84 0.06
H -1.07 -0.86 -12.32 0.12
H -2.32 0.03 -12.75 0.11
H -1.64 -0.77 -9.89 0.11
H -3.01 -1.15 -10.79 0.10
H -3.95 1.25 -10.80 0.13
H -2.59 1.65 -9.66 0.11
H -4.99 -1.26 -9.28 0.14
H -5.60 0.14 -10.21 0.13
H -6.65 -0.64 -7.46 0.12
H -7.31 0.35 -8.84 0.11
H -5.83 1.42 -6.64 0.11
H -6.86 2.25 -7.78 0.12
H -4.05 2.54 -7.85 0.13
H -5.05 2.45 -9.31 0.14
H -3.05 -1.07 -7.71 0.14
H -4.15 -0.27 -6.64 0.13
H -2.85 1.53 -6.20 0.11
H -1.70 1.15 -7.66 0.11
H -0.78 -0.56 -6.62 0.09
H -1.96 -0.70 -5.29 0.09
H -0.91 0.61 -5.26 0.08
C -3.44 10.27 0.36 -0.12
C -4.32 9.33 1.18 -0.23
C -3.94 7.83 1.19 -0.18
C -4.91 6.94 1.96 -0.09
N -4.49 5.43 1.90 -0.17
C -5.63 4.57 2.41 -0.09
C -5.27 3.17 1.89 -0.16
C -4.50 3.32 0.62 -0.15
C -4.26 4.83 0.52 -0.11
C -3.21 5.07 2.74 -0.09
C -3.08 5.82 4.08 -0.24
C -2.07 5.19 5.07 -0.06
H -2.41 10.40 0.71 0.07
H -3.78 11.30 0.40 0.08
H -3.34 9.97 -0.68 0.07
H -5.25 9.51 0.64 0.11
H -4.40 9.81 2.16 0.12
H -3.00 7.78 1.74 0.11
H -3.67 7.37 0.23 0.11
H -5.85 6.94 1.42 0.13
H -5.12 7.26 2.98 0.14
H -5.66 4.51 3.50 0.14
H -6.61 4.96 2.11 0.14
H -4.71 2.56 2.60 0.12
H -6.24 2.68 1.72 0.12
H -3.55 2.78 0.57 0.13
H -4.98 3.07 -0.33 0.12
H -3.24 5.02 0.19 0.13
H -5.02 5.26 -0.14 0.14
H -2.27 5.12 2.18 0.14
H -3.23 4.01 3.01 0.12
H -4.03 5.90 4.60 0.11
H -2.76 6.80 3.72 0.10
H -2.43 4.23 5.43 0.09
H -1.96 5.94 5.85 0.09
H -1.11 5.16 4.54 0.09
C 6.75 -4.31 -2.05 -0.11
C 5.89 -3.24 -2.60 -0.26
C 6.61 -1.89 -2.86 -0.19
C 5.76 -0.74 -3.27 -0.09
N 6.52 0.53 -3.83 -0.18
C 7.67 1.00 -2.96 -0.09
C 6.92 1.74 -1.81 -0.12
C 5.78 2.46 -2.56 -0.14
C 5.57 1.75 -3.92 -0.09
C 7.05 0.26 -5.34 -0.07
C 5.89 -0.05 -6.32 -0.25
C 6.43 0.05 -7.71 -0.11
H 7.62 -4.53 -2.67 0.09
H 6.18 -5.22 -1.88 0.08
H 6.98 -4.14 -1.00 0.08
H 5.03 -3.02 -1.97 0.12
H 5.34 -3.50 -3.50 0.11
H 7.45 -2.00 -3.55 0.11
H 7.04 -1.68 -1.88 0.12
H 5.19 -0.32 -2.44 0.14
H 5.05 -0.99 -4.06 0.13
H 8.31 1.63 -3.58 0.13
H 8.25 0.10 -2.76 0.12
H 7.54 2.41 -1.21 0.12
H 6.65 0.95 -1.10 0.11
H 6.08 3.50 -2.66 0.12
H 4.86 2.38 -1.98 0.12
H 5.91 2.40 -4.72 0.13
H 4.52 1.48 -4.04 0.13
H 7.68 -0.62 -5.18 0.12
H 7.73 1.02 -5.73 0.13
H 5.08 0.67 -6.23 0.11
H 5.67 -1.11 -6.18 0.12
H 7.36 -0.49 -7.85 0.09
H 6.51 1.12 -7.89 0.08
H 5.71 -0.33 -8.43 0.09
C 0.31 -6.54 -8.16 -0.51
O 0.16 -6.05 -6.84 -0.10
O -0.75 -6.03 -8.90 -0.26
C 1.75 -6.15 -8.57 -0.52
F 2.58 -5.89 -7.48 0.04
F 2.48 -7.08 -9.26 0.10
F 1.79 -4.97 -9.15 0.13
C 0.27 -6.96 -5.76 -0.29
C -0.21 -6.39 -4.42 -0.10
H -1.18 -5.90 -4.54 0.06
H -0.39 -7.06 -3.59 0.06
H 0.53 -5.71 -4.00 0.06
H 1.27 -7.33 -5.51 0.10
H -0.28 -7.90 -5.90 0.11
H 0.30 -7.63 -8.15 0.13
C 6.13 4.31 14.74 -0.39
O 6.05 4.50 13.31 -0.12
O 5.05 5.09 15.37 -0.34
C 6.46 2.79 15.23 -0.57
F 5.31 2.15 15.45 0.11
F 7.10 2.03 14.34 0.11
F 7.27 2.73 16.31 0.10
C 5.04 3.77 12.58 -0.29
C 5.31 4.13 11.13 -0.11
H 5.32 5.21 11.16 0.07
H 6.32 3.77 10.90 0.07
H 4.68 3.75 10.33 0.06
H 3.98 3.89 12.84 0.11
H 5.14 2.69 12.59 0.09
H 7.04 4.86 15.01 0.11
C 3.38 -0.49 3.49 -0.61
F 3.68 0.73 4.07 0.07
F 4.40 -0.79 2.65 0.09
F 3.15 -1.37 4.44 0.14
S 1.77 -0.32 2.45 0.41
O 1.81 0.96 1.78 -0.37
O 1.92 -1.41 1.50 -0.37
O 0.65 -0.52 3.31 -0.36
```


Here is an isolated molecule of CH7OP3 in a non-equilibrium geometry from OMol25. Energies are from ωB97M-V/def2-TZVPD.

HOMO energy (eV): -9.10
Calculated total energy (a.u.): -1141.48687
Structure (SMILES): COP(P)#[PH2]
Frontier orbital gap (eV): 8.9
Energy relative to the best compared isomer or geometry (same formula, charge and spin) (eV): 1.3308

Structure (XYZ):
```
12
Properties=species:S:1:pos:R:3:lowdin_charge:R:1
C -1.69 -0.37 1.02 -0.27
O -0.90 -0.50 -0.15 -0.59
P 0.31 1.11 -0.35 0.42
P 0.28 0.80 -2.50 0.47
P 2.07 -0.11 0.30 0.49
H -1.69 0.74 1.36 0.06
H -1.07 -1.03 1.81 0.10
H -2.70 -0.72 0.94 0.05
H 0.15 -0.42 -2.03 -0.23
H 1.62 0.51 -2.91 -0.15
H 1.16 -0.77 1.10 -0.20
H 2.45 0.76 1.41 -0.15
```


Here is a structure of composition C12H27AsGeO3PdS4 from OMol25. Energies are from ωB97M-V/def2-TZVPD.

HOMO energy (spin up / spin down) (eV): -4.46 / -4.77
Calculated total energy (a.u.): -6732.68186
Multiplicity: 2
Net charge: -1
Frontier orbital gap (spin up / spin down) (eV): 7.0 / 6.0
Energy relative to the best compared isomer or geometry (same formula, charge and spin) (eV): 0.0000

Structure (XYZ):
```
49
Properties=species:S:1:pos:R:3:lowdin_charge:R:1
Pd -0.90 -0.74 -1.15 0.39
C 1.31 -2.52 1.47 -0.04
C 0.62 -1.49 2.36 -0.72
C -0.49 -2.16 3.16 -0.04
C 1.64 -0.87 3.32 -0.07
O -0.01 -0.50 1.57 -0.36
Ge 0.79 0.91 0.71 0.96
O -0.88 1.24 -0.17 -0.43
C -1.80 2.28 0.15 -0.70
C -3.16 1.70 0.52 -0.07
C -1.28 3.10 1.33 -0.09
C -1.93 3.17 -1.08 -0.04
O 1.14 -0.15 -0.89 -0.46
C 2.01 0.21 -1.96 -0.71
C 1.18 0.69 -3.15 -0.05
C 2.96 1.32 -1.53 -0.09
C 2.82 -1.03 -2.33 -0.05
H 1.76 -3.32 2.07 0.08
H 2.08 -2.05 0.86 0.07
H 0.58 -2.96 0.79 0.06
H -0.11 -2.98 3.78 0.08
H -1.24 -2.57 2.47 0.09
H -0.98 -1.43 3.81 0.08
H 2.04 -1.62 4.00 0.08
H 1.16 -0.08 3.92 0.08
H 2.47 -0.42 2.77 0.06
H -3.04 0.95 1.30 0.09
H -3.62 1.22 -0.34 0.01
H -3.82 2.48 0.88 0.08
H -1.16 2.47 2.21 0.08
H -1.99 3.90 1.57 0.08
H -0.32 3.56 1.10 0.06
H -2.26 2.57 -1.93 0.08
H -0.96 3.61 -1.33 0.08
H -2.65 3.98 -0.92 0.08
H 0.54 1.52 -2.85 0.08
H 0.54 -0.12 -3.52 0.06
H 1.83 1.01 -3.97 0.08
H 2.42 2.25 -1.32 0.06
H 3.68 1.52 -2.34 0.08
H 3.52 1.04 -0.64 0.07
H 2.15 -1.86 -2.58 0.03
H 3.43 -1.34 -1.48 0.08
H 3.47 -0.83 -3.18 0.08
S -5.02 -4.30 -0.83 -0.18
As -3.47 -3.31 -1.81 -0.06
S -3.15 -1.23 -1.17 0.01
S -0.45 -2.63 -2.29 -0.04
S -1.46 -4.18 -1.37 -0.10
```